Here is C3H5FN2OS in the gas phase at a distorted geometry from OMol25. Energies are from the ωB97M-V functional and the def2-TZVPD basis.

SMILES: N/N=C(\CF)C(=O)S
Spin multiplicity: 1
DFT total energy in eV: -21770.4898
Max |F| in eV/Å: 3.26

The geometry in XYZ format:
```
13
Properties=species:S:1:pos:R:3:forces:R:3
N -1.53702 1.81384 0.15667 -1.18 1.81 -0.51
N -0.35858 1.21416 0.02796 -0.80 -1.35 0.59
C -0.34918 -0.07744 0.10158 0.40 0.29 -1.23
C -1.53478 -0.99255 0.34052 0.22 0.25 1.38
F -2.64473 -0.77324 -0.46410 -0.23 0.84 -0.44
C 1.02677 -0.64814 -0.03006 -0.32 -2.78 1.67
O 1.28395 -1.86259 0.12027 -0.84 2.72 -0.95
S 2.32035 0.49311 -0.13973 1.36 0.99 0.11
H -1.37178 2.87949 0.22237 -1.20 -2.61 -0.70
H -2.37140 1.33854 -0.33416 1.61 1.51 1.23
H -1.27258 -2.02791 0.09097 0.30 0.26 0.90
H -1.86558 -0.75750 1.42395 0.41 -0.89 -1.52
H 1.69904 1.65020 0.28250 0.27 -1.05 -0.54
```
Forces are in eV/Å.

natural (NBO) population analysis, charges in e, atoms 1 to 2: -0.64, -0.17

Here is C3H5FN2S in the gas phase at a distorted geometry from OMol25. Energies are from the ωB97M-V functional and the def2-TZVPD basis.

SMILES: [H]/N=C(/NS)C(=C)F
Spin multiplicity: 1
DFT total energy in eV: -19723.3939
Max |F| in eV/Å: 2.89

The geometry in XYZ format:
```
12
Properties=species:S:1:pos:R:3:forces:R:3
H -1.23275 1.94501 0.10227 -1.03 -0.15 -0.23
N -0.28095 1.90946 -0.18547 1.12 -0.58 0.17
C 0.17770 0.71640 -0.24702 -2.50 0.27 0.62
N 1.44860 0.50606 -0.57731 2.52 0.45 -1.34
S 2.44686 -0.47330 0.38691 -0.11 -0.67 -0.64
C -0.61495 -0.55147 -0.09476 -0.94 0.26 0.32
C -1.65418 -0.69145 0.71121 -0.73 -0.29 1.03
F -0.28712 -1.54351 -0.96729 0.04 0.54 0.43
H 1.83376 1.35567 -1.00440 0.37 -0.63 0.49
H 2.40113 -1.62775 -0.37256 0.09 0.78 0.40
H -2.27890 -1.59063 0.76985 0.54 0.20 -0.41
H -1.95922 0.04552 1.47857 0.61 -0.17 -0.84
```
Forces are in eV/Å.

natural (NBO) population analysis, charges in e, atoms 1 to 2: 0.35, -0.66